[1]
Computed, not measured: 2 unconnected molecules or ions with the total composition C15H21BrNO, with ωB97M-V/def2-TZVPD.

Values from the calculation:
E_HOMO: -0.4285 hartree
total charge: +1
frontier orbital gap: 7.581 eV
energy above the lowest of the compared OMol25 structures with the same formula, charge and spin: 11.2 kJ/mol
E_LUMO: -4.08 eV
total energy: -3287.9253 Eh

Structure (XYZ):
```
39
Properties=species:S:1:pos:R:3:forces:R:3:nbo_charge:R:1
Br 4.658055 -2.535772 -1.508465 -0.173 -0.236 0.091 0.1065
C 3.192195 -1.322590 -1.958734 0.456 0.766 -0.427 -0.0843
C 1.835156 -1.974763 -2.199854 -0.216 -0.093 0.069 -0.4535
C 0.749240 -0.954270 -1.893350 0.415 -0.682 -0.289 -0.0498
C 0.398864 -0.003354 -2.836178 -0.343 0.475 -0.025 -0.2412
C -0.545510 0.963201 -2.519500 0.280 -0.292 -0.004 -0.1766
C -1.124708 0.956425 -1.264841 -0.526 0.573 0.065 -0.2210
C -0.802913 -0.002811 -0.328476 0.328 -0.515 0.371 -0.1273
C 0.136194 -0.970590 -0.644587 0.210 0.211 -0.385 -0.2523
C 3.130901 -0.434147 -0.766274 -0.277 -0.174 0.743 0.2741
N 3.503935 0.764588 -0.965258 0.108 -0.250 -0.548 -0.4112
C 3.916616 1.017144 -2.367846 0.005 0.524 0.717 -0.2243
C 3.689888 -0.339743 -3.050540 0.293 0.830 -0.254 -0.4622
H 1.761266 -2.334809 -3.222076 0.159 -0.003 -0.135 0.2499
H 1.726506 -2.839778 -1.552176 0.005 -0.082 0.121 0.2442
H 0.810967 0.010883 -3.833355 0.169 -0.216 -0.097 0.2139
H -0.816343 1.695483 -3.261550 -0.133 0.154 -0.034 0.2266
H -1.861077 1.708689 -1.019413 -0.044 0.034 0.050 0.2307
H -1.249809 -0.026589 0.652960 -0.287 0.250 0.046 0.2434
H 0.417841 -1.751694 0.046463 -0.136 -0.055 0.235 0.2143
H 2.806651 -0.739574 0.218559 -0.016 -0.155 0.023 0.2579
H 3.500997 1.462532 -0.232855 0.079 0.107 -0.009 0.4483
H 4.945639 1.367587 -2.343825 0.134 -0.167 -0.091 0.2363
H 3.313270 1.842527 -2.736668 -0.168 -0.101 -0.203 0.2379
H 3.000880 -0.161224 -3.866513 -0.336 -0.460 0.015 0.2512
H 4.633911 -0.630703 -3.494319 -0.024 -0.411 -0.017 0.2630
C -4.518197 0.714204 3.830305 -0.053 -0.093 -0.080 -0.4309
C -3.491411 -0.193534 4.500280 0.049 0.084 0.081 -0.4302
C -2.535084 -0.477895 3.352477 -0.041 -0.060 -0.089 -0.0702
O -2.552959 0.683218 2.510826 -0.007 -0.072 0.042 -0.5616
C -3.643396 1.533946 2.894642 0.053 0.107 0.048 -0.0663
H -5.079224 1.331479 4.529061 0.016 0.010 0.010 0.2268
H -5.229050 0.116376 3.255970 -0.005 0.016 0.004 0.2060
H -2.975207 0.347723 5.295910 0.004 -0.017 -0.001 0.2061
H -3.918147 -1.099312 4.926674 -0.010 -0.008 -0.019 0.2255
H -2.868193 -1.339341 2.762963 0.000 -0.027 0.043 0.1656
H -1.512944 -0.660805 3.688111 0.021 0.038 -0.033 0.1799
H -3.233779 2.413048 3.401797 -0.039 0.012 0.003 0.1693
H -4.171021 1.864245 1.999654 0.047 -0.020 -0.038 0.1856
```
Forces are in eV/Å.


[2]
Computed, not measured: a molecular structure, C15H21Cl3GeN4OPtS, with ωB97M-V/def2-TZVPD.

Values from the calculation:
E_HOMO (spin up / spin down): -0.6583 / -0.6589 hartree
total charge: +3
frontier orbital gap (spin up / spin down): 5.128 / 4.704 eV
energy above the lowest of the compared OMol25 structures with the same formula, charge and spin: 382.4 kJ/mol
E_LUMO (spin up / spin down): -12.78 / -13.23 eV
multiplicity: 2
total energy: -4852.3538 Eh

Structure (XYZ):
```
47
Properties=species:S:1:pos:R:3:forces:R:3:lowdin_spin:R:1
Pt -2.029639 0.740638 -1.180976 2.532 -1.020 1.024 0.2350
C 1.946972 -1.618528 3.230333 -0.230 -0.360 0.003 0.0011
C 0.616720 -1.094155 3.762171 1.105 0.806 0.651 0.0003
N -0.493270 -1.259965 2.850667 -0.405 0.948 -1.562 0.0092
C -1.439768 -2.306077 3.138184 -0.262 -1.230 0.296 -0.0132
C -0.944422 -3.659717 2.625238 -0.245 0.092 0.050 0.0006
C -0.541231 -0.514883 1.745393 -0.135 -0.318 0.754 -0.0150
S -1.715208 -1.011084 0.529598 -0.935 1.144 -1.409 -0.1839
N 0.343799 0.444599 1.619039 1.392 1.223 -0.237 -0.0238
C 0.517919 1.409899 0.726068 -0.984 -1.842 1.617 -0.0013
O -0.238975 1.694226 -0.227455 -1.520 0.520 -1.465 0.0571
C 1.721291 2.255437 0.943138 0.188 0.253 -0.021 0.0240
C 2.043831 3.249261 0.011696 -1.578 -1.429 0.173 0.2657
C 3.165187 4.051160 0.192008 1.872 1.128 0.752 0.2018
C 3.934152 3.937075 1.341295 -0.011 0.164 -0.270 0.0054
C 3.623064 2.938891 2.257872 1.717 1.323 0.112 0.2551
C 2.503215 2.131158 2.090382 -1.921 -1.028 -1.011 0.2367
H 2.747026 -1.335559 3.906074 0.072 0.059 0.148 0.0000
H 2.169720 -1.227657 2.243363 0.041 0.033 -0.130 0.0001
H 1.934220 -2.704951 3.187061 0.092 -0.039 -0.098 0.0001
H 0.712289 -0.018456 3.950262 -0.129 -0.276 0.234 0.0005
H 0.375241 -1.596687 4.698317 -0.169 0.096 -0.104 -0.0006
H -2.416149 -2.061561 2.710373 0.001 0.085 0.034 -0.0075
H -1.544419 -2.368275 4.225944 -0.163 0.242 -0.210 -0.0006
H -0.807704 -3.627030 1.546365 0.036 -0.146 -0.133 0.0004
H -1.683043 -4.418237 2.869798 -0.054 -0.087 -0.082 -0.0001
H -0.008382 -3.957641 3.091197 0.042 0.066 0.030 0.0001
H 1.385424 3.405059 -0.832362 0.028 0.016 -0.072 0.0099
H 3.445998 4.762904 -0.569733 0.002 0.105 -0.090 0.0066
H 4.788622 4.580848 1.500714 0.020 -0.049 -0.039 -0.0032
H 4.281226 2.761967 3.098103 0.016 0.043 0.100 0.0091
H 2.228963 1.417534 2.848484 -0.070 -0.145 0.100 0.0087
C -0.761310 -0.527290 -6.258961 0.817 0.594 -1.076 0.0012
N -1.236279 -1.321295 -5.151276 -0.235 0.428 0.686 0.0062
C -1.412753 -2.738225 -5.354920 0.100 -1.444 -0.251 0.0010
C -1.465567 -0.770873 -4.019557 -0.447 -0.024 -0.237 0.0062
N -1.713054 -0.248508 -3.008055 -0.494 0.360 0.947 -0.0292
H -1.302857 -0.804821 -7.165231 -0.115 0.043 0.183 -0.0001
H 0.301595 -0.720318 -6.444050 -0.155 -0.008 0.118 0.0005
H -0.895177 0.535327 -6.069995 -0.070 -0.046 0.040 0.0001
H -1.911354 -2.907426 -6.311828 -0.084 0.148 0.161 0.0005
H -2.002938 -3.185762 -4.558411 -0.021 0.102 -0.006 0.0000
H -0.443491 -3.247086 -5.404191 -0.088 0.177 0.076 -0.0001
Cl -4.613805 2.634361 -3.112482 0.787 -0.437 0.919 -0.0149
Ge -3.976612 2.395733 -1.066467 -1.950 0.704 0.107 -0.0256
Cl -3.589146 4.345989 -0.279760 0.413 -1.030 -0.264 -0.0110
Cl -5.599921 1.560000 0.076574 1.198 0.058 -0.548 -0.0130
```
Forces are in eV/Å.


[3]
Computed, not measured: a molecular structure, C15H21FN2O2S, with ωB97M-V/def2-TZVPD.

Values from the calculation:
E_HOMO: -0.3126 hartree
total charge: 0
frontier orbital gap: 8.911 eV
energy above the lowest of the compared OMol25 structures with the same formula, charge and spin: 1604.3 kJ/mol
E_LUMO: 0.40 eV
total energy: -1341.6297 Eh

Structure (XYZ):
```
42
Properties=species:S:1:pos:R:3:forces:R:3:nbo_charge:R:1
N 1.691173 5.249177 -2.772105 -1.294 4.152 0.443 -0.9167
C 0.593863 4.752903 -1.919772 6.562 -0.542 -4.604 0.7393
O -0.190654 5.439838 -1.490338 -5.730 5.482 3.140 -0.5537
C 0.580476 3.336661 -1.720011 12.445 3.856 -11.590 -0.3305
C 0.242184 2.647765 -2.996547 14.322 -4.860 4.236 -0.2689
C 0.468718 1.152024 -2.672656 -0.923 -2.811 -3.667 -0.2716
N 1.811212 0.857895 -1.961279 -2.141 -9.809 -16.405 -0.4158
C 1.731955 1.379322 -0.880876 4.357 7.549 10.507 -0.2021
C 1.851688 2.904487 -1.148071 -0.646 -2.717 1.361 -0.3739
H 2.744251 3.089180 -1.629235 1.534 0.058 -2.239 0.2111
H 2.135731 3.318767 -0.257953 -0.425 1.719 2.883 0.2132
H 0.960200 1.196594 -0.282362 -4.149 -0.645 2.819 0.1310
H 2.573746 1.150333 -0.242930 0.882 -0.283 0.488 0.1762
C 2.125229 -0.755755 -2.158007 -7.181 5.498 -1.337 -0.2307
H 2.903366 -0.774569 -1.662736 8.297 -0.580 4.393 0.1866
C 1.224432 -1.705024 -1.586145 -7.624 1.996 0.545 0.1260
C 0.610480 -1.460935 -0.039284 -2.279 -4.350 -7.267 -0.5042
H -0.060511 -0.705869 -0.103138 -1.885 2.216 0.408 0.2296
H 1.423612 -1.462531 0.429451 6.389 1.586 4.631 0.1909
S -0.016450 -3.109460 0.433208 -1.032 1.222 0.104 0.2081
C -1.043950 -2.563947 1.828854 7.367 3.017 -4.652 -0.1664
C -1.694295 -3.481924 2.365053 -9.961 -9.831 3.743 -0.2319
C -2.498112 -3.278939 3.535251 1.533 2.585 2.675 -0.2206
C -2.153965 -1.980769 4.222451 -10.350 -11.262 4.589 0.4066
C -1.580547 -1.211105 3.486190 3.431 12.810 5.507 -0.3085
C -0.766794 -1.470080 2.583325 5.899 2.507 -8.590 -0.1843
H -0.083525 -0.567502 2.290762 -1.008 -2.268 0.065 0.2258
H -1.240679 -0.296797 4.132290 -1.105 -0.639 -1.348 0.2169
F -2.903947 -1.607425 5.365788 1.611 -0.525 -1.737 -0.3423
H -3.270327 -3.885051 4.077891 1.130 0.016 -1.162 0.2428
H -2.083653 -4.521493 1.825449 1.682 2.746 1.006 0.2288
O -0.095049 -1.824832 -2.574993 2.489 -0.506 2.420 -0.7815
H -0.561321 -2.605657 -2.197128 0.353 0.743 -0.351 0.4701
H 1.615441 -2.619794 -1.593816 1.717 -3.882 -0.143 0.1764
H 2.228095 -0.843030 -3.170522 0.439 -0.433 -2.512 0.2279
H -0.349429 0.651257 -2.164249 -0.234 0.434 1.256 0.1913
H 0.191504 0.433415 -3.698350 1.852 2.153 2.357 0.2254
H 1.507227 2.727531 -3.624253 -4.106 0.241 0.945 0.1372
H -0.454205 2.800838 -3.563227 -7.826 2.310 -5.926 0.1817
H -0.054435 3.159365 -1.207302 -14.010 -3.569 12.051 0.1831
H 2.375384 4.658000 -3.099866 1.397 -1.742 -0.655 0.3703
H 1.970410 6.315287 -3.074418 -1.779 -3.643 1.613 0.4071
```
Forces are in eV/Å.


[4]
Computed, not measured: a molecular structure, C15H21HfN8PS, with ωB97M-V/def2-TZVPD.

Values from the calculation:
E_HOMO: -0.7697 hartree
total charge: +4
frontier orbital gap: 7.167 eV
E_LUMO: -13.78 eV
total energy: -1808.4198 Eh

Structure (XYZ):
```
47
Properties=species:S:1:pos:R:3:forces:R:3:nbo_charge:R:1
Hf -0.004938 -0.573921 0.790190 0.002 0.076 0.668 2.4178
C -0.008538 4.945318 1.149427 0.000 -0.160 -0.078 -0.4197
N -0.008318 3.620414 0.477687 0.001 0.092 0.023 -0.2485
C -0.009748 3.460555 -0.885445 0.000 0.008 0.034 0.0048
C -0.008443 2.126066 -1.130621 0.001 -0.012 -0.001 -0.0280
N -0.006138 1.459829 0.083667 -0.001 0.037 -0.240 -0.7427
C -0.006045 2.419554 1.058648 -0.001 -0.114 -0.074 0.0972
P -0.004630 2.173174 2.888980 -0.001 0.142 0.012 0.8751
C 1.374685 0.959218 2.965978 0.077 0.085 -0.214 0.1167
N 1.528620 -0.102560 2.125547 0.140 -0.211 0.266 -0.7315
C 2.722064 -0.727869 2.474512 -0.009 0.019 -0.002 -0.0275
C 3.271423 -0.028814 3.495542 -0.030 0.049 0.063 0.0040
N 2.417079 1.013110 3.788029 0.025 0.011 0.055 -0.2462
C 2.666898 2.012243 4.859163 -0.013 -0.121 -0.136 -0.4194
C -1.383453 0.958611 2.967636 -0.075 0.085 -0.216 0.1168
N -1.536400 -0.104413 2.128593 -0.143 -0.209 0.266 -0.7316
C -2.729822 -0.729742 2.477758 0.010 0.018 -0.003 -0.0276
C -3.280027 -0.029547 3.497528 0.030 0.050 0.063 0.0039
N -2.426340 1.013246 3.788961 -0.026 0.011 0.057 -0.2462
C -2.676723 2.013323 4.859147 0.014 -0.122 -0.137 -0.4194
H -0.015075 5.704972 0.374055 0.000 0.031 0.024 0.2737
H 0.893313 5.046033 1.747489 -0.010 0.036 0.020 0.2478
H -0.904294 5.040877 1.757369 0.010 0.036 0.020 0.2475
H -0.011484 4.304081 -1.557524 0.000 -0.016 -0.023 0.2927
H -0.008825 1.615449 -2.080299 0.000 0.016 -0.008 0.2673
H 3.089539 -1.609178 1.975446 -0.001 0.000 0.001 0.2718
H 4.188092 -0.178819 4.044004 0.009 -0.026 -0.022 0.2933
H 3.555702 1.699380 5.398344 0.000 0.030 0.022 0.2732
H 1.819668 2.029171 5.539088 0.007 0.043 0.016 0.2460
H 2.838413 2.985836 4.407055 -0.002 0.026 0.039 0.2528
H -3.096466 -1.612095 1.979918 0.001 0.000 0.001 0.2719
H -4.196831 -0.179328 4.045824 -0.008 -0.026 -0.022 0.2933
H -3.569870 1.704717 5.393573 0.000 0.030 0.022 0.2732
H -2.841124 2.987873 4.406510 0.002 0.026 0.039 0.2525
H -1.832852 2.025720 5.543354 -0.007 0.043 0.017 0.2462
S -0.004520 -3.000149 1.067016 -0.002 0.070 -0.639 -0.2324
C -0.003039 -4.439954 0.032082 0.002 -0.102 0.053 0.4198
N -0.012969 -4.492961 -1.278923 0.001 0.043 0.083 -0.5152
C -0.007938 -5.905655 -1.754066 0.000 0.038 -0.010 -0.2309
C 0.006044 -6.702716 -0.428677 0.000 0.016 0.039 -0.2341
N 0.008440 -5.622876 0.590931 0.000 0.086 0.003 -0.4954
H -0.023810 -3.696946 -1.892979 -0.001 -0.030 -0.048 0.4395
H 0.877677 -6.080139 -2.359909 -0.005 -0.007 -0.009 0.2574
H -0.899773 -6.090739 -2.347500 0.005 -0.007 -0.009 0.2576
H 0.898253 -7.313000 -0.311309 -0.006 -0.014 -0.004 0.2614
H -0.878294 -7.321657 -0.297705 0.006 -0.014 -0.004 0.2614
H 0.016712 -5.780992 1.588808 0.000 -0.060 -0.009 0.4598
```
Forces are in eV/Å.